Entry 1:
{
  "formula": "C45H95N2O14P3",
  "method": "wB97M-V/def2-TZVPD",
  "symbols": ["C", "C", "C", "C", "C", "C", "N", "C", "O", "N", "C", "C", "C", "C", "C", "C", "C", "C", "C", "C", "C", "C", "C", "C", "C", "C", "C", "C", "O", "C", "C", "H", "H", "H", "H", "H", "H", "H", "H", "H", "H", "H", "H", "H", "H", "H", "H", "H", "H", "H", "H", "H", "H", "H", "H", "H", "H", "H", "H", "H", "H", "H", "H", "H", "H", "H", "H", "H", "H", "H", "H", "H", "H", "H", "H", "H", "H", "H", "H", "H", "H", "O", "P", "O", "C", "C", "O", "C", "C", "O", "C", "C", "H", "H", "H", "H", "H", "H", "H", "H", "H", "H", "H", "H", "H", "H", "H", "O", "P", "O", "C", "C", "O", "C", "C", "O", "C", "C", "H", "H", "H", "H", "H", "H", "H", "H", "H", "H", "H", "H", "H", "H", "H", "O", "P", "O", "C", "C", "O", "C", "C", "O", "C", "C", "H", "H", "H", "H", "H", "H", "H", "H", "H", "H", "H", "H", "H", "H", "H"],
  "xyz": [[5.924, -8.583, -5.769], [4.886, -8.532, -5.149], [3.764, -8.412, -4.166], [4.182, -7.366, -3.048], [4.217, -8.108, -1.692], [4.510, -7.148, -0.520], [5.785, -6.458, -0.976], [4.978, -7.796, 0.857], [5.695, -8.754, 0.895], [4.445, -7.019, 1.921], [4.090, -5.733, 1.286], [3.399, -4.640, 2.135], [3.997, -3.222, 1.908], [3.001, -2.238, 1.193], [3.253, -0.792, 1.720], [3.542, 0.271, 0.608], [2.810, 1.630, 0.922], [3.837, 2.785, 1.086], [4.552, 3.184, -0.226], [3.542, 3.759, -1.264], [4.361, 4.347, -2.454], [3.482, 5.370, -3.222], [4.282, 6.285, -4.194], [5.392, 5.551, -4.990], [6.781, 5.524, -4.278], [3.369, -6.226, -0.005], [2.144, -7.107, 0.390], [0.913, -6.902, -0.541], [0.394, -8.207, -0.866], [-0.654, -8.564, 0.017], [-1.208, -9.958, -0.324], [6.955, -8.637, -6.058], [2.845, -8.112, -4.683], [3.654, -9.383, -3.666], [3.470, -6.526, -3.042], [5.183, -7.033, -3.340], [3.280, -8.672, -1.522], [5.014, -8.866, -1.771], [6.452, -6.468, -0.208], [5.539, -5.471, -1.076], [3.750, -7.457, 2.511], [5.085, -5.299, 1.102], [2.303, -4.625, 2.025], [3.592, -4.906, 3.192], [4.289, -2.825, 2.892], [4.916, -3.217, 1.298], [3.187, -2.292, 0.108], [1.962, -2.541, 1.387], [4.089, -0.731, 2.435], [2.351, -0.473, 2.264], [3.324, -0.079, -0.410], [4.618, 0.514, 0.657], [2.256, 1.579, 1.872], [2.101, 1.831, 0.106], [4.574, 2.555, 1.876], [3.255, 3.656, 1.444], [5.030, 2.319, -0.719], [5.300, 3.955, 0.017], [2.853, 2.977, -1.618], [2.935, 4.561, -0.807], [5.273, 4.799, -2.031], [4.682, 3.576, -3.173], [3.016, 6.025, -2.467], [2.685, 4.796, -3.722], [3.550, 6.669, -4.930], [4.667, 7.181, -3.678], [5.526, 6.108, -5.935], [5.068, 4.544, -5.296], [7.603, 5.867, -4.921], [6.754, 6.194, -3.404], [6.955, 4.506, -3.898], [3.070, -5.451, -0.732], [1.847, -6.802, 1.412], [2.399, -8.175, 0.467], [0.118, -6.381, 0.013], [1.175, -6.412, -1.488], [-0.301, -8.566, 1.068], [-1.486, -7.835, -0.032], [-1.717, -10.386, 0.553], [-0.409, -10.659, -0.604], [-1.940, -9.915, -1.145], [-0.734, 2.776, -0.588], [-1.840, 3.076, -1.554], [-2.100, 4.679, -1.247], [-0.994, 5.572, -1.162], [-0.477, 5.957, -2.537], [-3.077, 2.365, -0.717], [-2.828, 1.198, 0.076], [-2.770, 1.557, 1.547], [-2.767, 3.065, -2.907], [-4.051, 3.711, -2.920], [-4.020, 4.913, -3.843], [-0.187, 5.148, -0.561], [-1.339, 6.465, -0.638], [-0.317, 5.075, -3.162], [0.462, 6.505, -2.448], [-1.190, 6.600, -3.055], [-1.910, 0.703, -0.242], [-3.649, 0.500, -0.102], [-2.127, 2.417, 1.725], [-2.402, 0.717, 2.139], [-3.764, 1.830, 1.909], [-4.364, 4.004, -1.921], [-4.775, 2.980, -3.283], [-3.094, 5.472, -3.735], [-4.860, 5.579, -3.638], [-4.079, 4.599, -4.887], [-2.403, 6.366, 4.921], [-2.742, 7.705, 4.340], [-4.387, 7.603, 4.253], [-5.132, 7.128, 5.369], [-5.302, 8.198, 6.434], [-2.310, 7.393, 2.774], [-1.221, 6.505, 2.497], [-1.744, 5.155, 2.048], [-2.704, 9.314, 4.017], [-3.512, 9.869, 2.967], [-4.586, 10.763, 3.553], [-4.671, 6.236, 5.797], [-6.111, 6.827, 4.993], [-4.347, 8.669, 6.681], [-5.731, 7.771, 7.341], [-5.974, 8.984, 6.087], [-0.571, 6.406, 3.367], [-0.625, 6.956, 1.700], [-2.524, 4.783, 2.713], [-0.938, 4.418, 2.010], [-2.190, 5.231, 1.058], [-3.956, 9.093, 2.348], [-2.850, 10.453, 2.326], [-5.023, 10.323, 4.447], [-5.379, 10.943, 2.826], [-4.167, 11.727, 3.848], [-3.212, -2.776, 0.362], [-4.655, -3.111, 0.136], [-4.998, -3.967, 1.503], [-4.598, -3.468, 2.776], [-5.533, -2.382, 3.278], [-4.439, -4.325, -0.968], [-3.339, -4.267, -1.882], [-2.239, -5.211, -1.440], [-6.223, -2.985, -0.327], [-7.100, -4.123, -0.264], [-8.163, -3.903, 0.793], [-3.570, -3.103, 2.748], [-4.613, -4.313, 3.467], [-5.703, -1.619, 2.514], [-5.122, -1.906, 4.170], [-6.504, -2.801, 3.543], [-2.966, -3.247, -1.975], [-3.711, -4.565, -2.864], [-2.009, -5.093, -0.380], [-1.326, -5.044, -2.016], [-2.550, -6.249, -1.577], [-6.552, -5.042, -0.070], [-7.565, -4.225, -1.245], [-7.745, -3.446, 1.687], [-8.636, -4.847, 1.068], [-8.938, -3.227, 0.426]],
  "homo_lumo_gap_ev": 8.533,
  "homo_ev": -9.220,
  "energy_ev": -107715.0169,
  "relative_energy_kj_mol": 0.0,
  "e_lumo_ev": -0.7,
  "total_charge": 0,
  "smiles": "C#CCCC[C@]1(N)C(=O)N[C@H](CCCCCCCCCCCCCC)[C@@H]1CCOCC.CCOP(=O)(OCC)OCC.CCOP(=O)(OCC)OCC.CCOP(=O)(OCC)OCC"
}

=====

Entry 2:
{
  "formula": "C25H10F4N7O6SZn",
  "method": "wB97M-V/def2-TZVPD",
  "symbols": ["Zn", "O", "C", "C", "C", "C", "C", "C", "C", "O", "N", "N", "C", "C", "C", "C", "C", "C", "N", "H", "H", "H", "H", "H", "H", "H", "H", "H", "H", "O", "S", "O", "O", "O", "F", "C", "C", "F", "C", "C", "C", "F", "C", "C", "C", "N", "C", "N", "F", "C", "C", "N", "C", "N"],
  "xyz": [[-0.152, 1.057, 0.044], [-1.853, 5.791, -0.803], [-0.755, 6.156, -0.175], [-0.404, 7.547, -0.038], [0.824, 7.935, 0.473], [1.760, 6.953, 0.826], [1.439, 5.611, 0.701], [0.189, 5.172, 0.336], [-0.258, 3.772, 0.399], [0.429, 2.867, 0.977], [-1.435, 3.531, -0.202], [-1.802, 2.259, -0.234], [-3.085, 1.871, -0.229], [-3.275, 0.625, 0.380], [-4.540, 0.115, 0.781], [-4.628, -1.070, 1.438], [-3.424, -1.776, 1.642], [-2.226, -1.245, 1.196], [-2.139, -0.028, 0.662], [-1.838, 4.618, -0.749], [-1.179, 8.236, -0.441], [1.105, 8.978, 0.494], [2.780, 7.242, 1.142], [2.278, 4.932, 0.719], [-3.910, 2.558, -0.507], [-5.446, 0.620, 0.488], [-5.589, -1.399, 1.842], [-3.489, -2.773, 2.092], [-1.253, -1.760, 1.198], [0.879, 2.213, -1.747], [2.243, 1.591, -1.640], [3.233, 1.934, -2.639], [2.694, 1.370, -0.271], [1.964, -0.155, -2.357], [-0.478, -4.723, -2.038], [0.662, -4.707, -1.277], [0.872, -5.841, -0.540], [-0.029, -6.842, -0.559], [1.881, -5.958, 0.432], [2.526, -4.744, 0.687], [2.236, -3.577, 0.021], [2.771, -2.427, 0.457], [1.366, -3.506, -1.105], [1.296, -2.399, -2.005], [1.263, -0.975, -1.553], [0.561, -0.611, -0.531], [1.148, -2.647, -3.346], [1.136, -2.806, -4.500], [3.405, -4.715, 1.698], [2.010, -7.099, 1.274], [2.487, -8.257, 0.620], [2.750, -9.257, 0.064], [1.719, -7.097, 2.651], [1.282, -7.161, 3.752]],
  "homo_lumo_gap_ev": [4.171, 4.130],
  "homo_ev": [-5.835, -5.808],
  "energy_ev": -118922.6256,
  "relative_energy_kj_mol": 0.0,
  "e_lumo_ev": [-1.7, -1.7],
  "total_charge": -1
}

=====

Entry 3:
{
  "formula": "C22H22N3OsPSTe",
  "method": "wB97M-V/def2-TZVPD",
  "symbols": ["Os", "C", "N", "C", "C", "N", "C", "S", "C", "C", "C", "C", "C", "N", "H", "H", "H", "H", "H", "H", "H", "H", "H", "Te", "C", "P", "C", "C", "C", "C", "C", "C", "C", "C", "C", "C", "C", "C", "H", "H", "H", "H", "H", "H", "H", "H", "H", "H", "H", "H", "H"],
  "xyz": [[-0.287, -1.332, -1.312], [1.123, -3.816, 2.786], [0.161, -2.719, 2.675], [-0.184, -1.844, 3.687], [-1.081, -0.977, 3.182], [-1.287, -1.336, 1.854], [-0.503, -2.406, 1.561], [-0.365, -3.238, 0.058], [-2.351, -0.821, 1.056], [-3.585, -0.631, 1.643], [-4.614, -0.114, 0.869], [-4.373, 0.175, -0.462], [-3.112, -0.062, -0.972], [-2.103, -0.541, -0.228], [1.499, -3.840, 3.804], [1.944, -3.654, 2.090], [0.637, -4.762, 2.558], [0.241, -1.913, 4.673], [-1.587, -0.143, 3.635], [-3.744, -0.904, 2.676], [-5.593, 0.043, 1.301], [-5.149, 0.565, -1.105], [-2.884, 0.121, -2.012], [-0.319, -2.596, -3.439], [1.694, 0.655, -3.745], [0.857, 0.548, -2.151], [2.017, -0.018, -0.883], [1.691, 0.202, 0.468], [2.500, -0.318, 1.465], [3.617, -1.076, 1.129], [3.928, -1.321, -0.202], [3.132, -0.799, -1.210], [0.263, 2.183, -1.707], [-1.015, 2.554, -2.124], [-1.482, 3.834, -1.871], [-0.673, 4.742, -1.203], [0.604, 4.380, -0.794], [1.080, 3.103, -1.049], [2.512, 1.374, -3.692], [0.967, 0.998, -4.482], [2.066, -0.322, -4.048], [0.845, 0.832, 0.718], [2.278, -0.101, 2.502], [4.262, -1.460, 1.909], [4.801, -1.905, -0.459], [3.391, -0.981, -2.245], [-1.632, 1.848, -2.669], [-2.469, 4.127, -2.202], [-1.035, 5.742, -1.008], [1.236, 5.097, -0.288], [2.081, 2.828, -0.740]],
  "homo_lumo_gap_ev": [7.404, 6.739],
  "homo_ev": [-13.644, -14.392],
  "energy_ev": -57511.7176,
  "multiplicity": 5,
  "e_lumo_ev": [-6.2, -7.7],
  "total_charge": 2
}

=====

Entry 4:
{
  "formula": "C42H44N3PdS2SbSi2",
  "method": "wB97M-V/def2-TZVPD",
  "symbols": ["Pd", "N", "C", "C", "C", "C", "C", "C", "C", "C", "C", "C", "C", "C", "N", "C", "C", "C", "C", "N", "H", "H", "H", "H", "H", "H", "H", "H", "H", "H", "S", "C", "S", "Sb", "C", "C", "C", "C", "C", "C", "C", "C", "C", "C", "C", "C", "C", "C", "C", "C", "C", "C", "H", "H", "H", "H", "H", "H", "H", "H", "H", "H", "H", "H", "H", "H", "H", "C", "Si", "C", "C", "C", "Si", "C", "C", "C", "H", "H", "H", "H", "H", "H", "H", "H", "H", "H", "H", "H", "H", "H", "H", "H", "H", "H", "H"],
  "xyz": [[0.271, 0.176, 1.190], [7.520, 7.213, -0.215], [6.700, 6.413, -0.210], [5.697, 5.415, -0.202], [5.042, 5.102, 0.988], [4.084, 4.109, 0.999], [3.759, 3.429, -0.174], [4.408, 3.750, -1.362], [5.374, 4.739, -1.379], [2.730, 2.369, -0.076], [3.171, 1.088, 0.321], [4.504, 0.593, 0.123], [4.501, -0.721, 0.521], [3.199, -0.999, 0.972], [2.413, 0.089, 0.867], [1.402, 2.696, -0.418], [0.966, 3.895, -1.072], [-0.384, 3.756, -1.286], [-0.753, 2.501, -0.758], [0.320, 1.876, -0.256], [5.292, 5.634, 1.894], [3.569, 3.858, 1.916], [4.148, 3.215, -2.264], [5.884, 4.988, -2.297], [5.313, 1.158, -0.288], [5.319, -1.414, 0.502], [2.836, -1.938, 1.357], [1.598, 4.712, -1.356], [-1.052, 4.456, -1.744], [-1.731, 2.047, -0.750], [-2.500, -0.845, 0.198], [-0.934, -0.840, -0.144], [0.158, -1.316, -1.259], [0.103, -4.256, -0.563], [2.002, -5.224, -0.202], [2.608, -5.057, 1.032], [3.803, -5.704, 1.294], [4.390, -6.493, 0.318], [3.791, -6.633, -0.922], [2.591, -5.994, -1.189], [-1.168, -5.212, 0.914], [-0.644, -6.100, 1.836], [-1.467, -6.608, 2.829], [-2.795, -6.225, 2.895], [-3.313, -5.342, 1.964], [-2.497, -4.826, 0.972], [-0.604, -5.189, -2.364], [-1.681, -6.055, -2.280], [-2.156, -6.662, -3.430], [-1.559, -6.395, -4.651], [-0.496, -5.510, -4.729], [-0.019, -4.892, -3.584], [2.146, -4.438, 1.792], [4.274, -5.593, 2.258], [5.319, -6.997, 0.525], [4.255, -7.239, -1.684], [2.113, -6.105, -2.152], [0.393, -6.401, 1.778], [-1.068, -7.298, 3.557], [-3.430, -6.611, 3.677], [-4.349, -5.046, 2.015], [-2.893, -4.125, 0.247], [-2.138, -6.262, -1.322], [-2.997, -7.336, -3.366], [-1.929, -6.871, -5.546], [-0.039, -5.292, -5.682], [0.803, -4.189, -3.638], [-0.210, -2.487, 2.493], [-0.513, -1.088, 3.803], [-2.074, -1.644, 4.760], [1.061, -1.090, 4.880], [-0.851, 0.592, 2.991], [-0.342, 2.264, 3.744], [1.296, 2.303, 4.718], [-1.798, 2.652, 4.923], [-0.224, 3.589, 2.373], [0.050, -3.414, 2.997], [0.600, -2.231, 1.797], [-1.124, -2.653, 1.927], [-1.963, -2.658, 5.134], [-2.957, -1.621, 4.127], [-2.262, -0.994, 5.607], [1.320, -2.102, 5.177], [0.918, -0.512, 5.785], [1.911, -0.669, 4.351], [-1.871, 0.670, 2.600], [1.209, 1.784, 5.665], [1.556, 3.334, 4.942], [2.129, 1.868, 4.174], [-2.026, 1.803, 5.559], [-2.695, 2.901, 4.366], [-1.562, 3.498, 5.559], [0.726, 3.522, 1.847], [-0.290, 4.588, 2.789], [-1.018, 3.488, 1.637]],
  "homo_lumo_gap_ev": [4.916, 4.356],
  "homo_ev": [-9.834, -9.834],
  "energy_ev": -96172.0843,
  "multiplicity": 2,
  "e_lumo_ev": [-4.9, -5.5],
  "total_charge": 1
}